Below is the molecule C14H24N3P at a distorted geometry, with properties calculated with ωB97M-V/def2-TZVPD.

```
42
Properties=species:S:1:pos:R:3:forces:R:3
C -2.359919 -0.381453 -3.600614 0.61 0.14 0.84
C -3.321344 -0.048703 -2.646183 0.31 -0.72 -0.68
C -1.010406 -0.485732 -3.229181 -0.43 0.13 -0.56
C -2.959042 0.156075 -1.333634 0.80 0.13 0.19
C -0.627378 -0.277963 -1.914950 -0.19 0.00 0.51
C -1.613947 0.057868 -0.933605 -1.19 0.11 0.22
N 0.670939 -0.458240 -1.392068 -1.48 0.59 0.92
N -1.165143 0.198392 0.422031 -1.06 -0.36 -2.84
N 1.785372 -0.614018 1.545836 2.32 -0.21 0.47
P 0.515836 -0.290837 0.338789 1.09 0.70 1.55
C 1.887012 -0.587292 -2.169417 -0.97 -0.47 -0.34
C -2.045996 0.172955 1.599630 -0.60 -0.07 -0.40
C 0.681669 -1.006711 3.715593 0.34 1.69 -0.57
C 1.318964 1.360134 3.085989 -0.21 0.38 -0.92
C 4.221788 -0.276921 0.975729 -0.54 -0.23 0.06
C 3.389567 -2.484562 1.954819 -0.71 -0.31 0.17
C 1.668287 -0.096140 2.924185 0.20 -1.62 0.57
C 3.037005 -1.260357 1.081116 0.23 0.32 1.42
H -2.651668 -0.600046 -4.604814 -0.10 -0.03 -0.48
H -4.364717 -0.103708 -2.920526 -0.10 0.32 -0.01
H -0.255030 -0.740806 -3.974101 -0.22 0.01 0.20
H -3.735313 0.395552 -0.630435 -0.05 0.00 0.35
H 1.830046 0.121682 -2.958942 0.06 0.55 -0.96
H 1.933420 -1.586596 -2.580622 0.23 -0.28 -0.27
H 2.805497 -0.377055 -1.653137 0.06 0.09 0.76
H -2.209443 -0.875141 1.937381 -0.07 0.65 -0.24
H -3.037554 0.657923 1.391384 0.95 -0.50 0.12
H -1.583763 0.728399 2.423567 -0.05 -0.11 -0.29
H 1.010868 -2.011450 3.738224 0.39 -1.02 0.06
H 0.610255 -0.604827 4.719271 -0.31 -0.11 0.34
H -0.269163 -0.968866 3.199306 -0.31 -0.07 0.21
H 2.033580 1.954781 2.511833 -0.19 0.13 0.01
H 1.407807 1.629544 4.124893 -0.03 0.14 0.48
H 0.307521 1.595301 2.748032 0.13 0.11 -0.02
H 5.128850 -0.871417 0.928022 0.35 0.12 -0.12
H 4.282160 0.386753 1.847721 -0.02 -0.14 -0.19
H 4.113812 0.322667 0.062440 0.15 0.03 0.32
H 2.448112 -2.952432 2.319771 0.63 0.30 -0.22
H 4.001093 -2.221619 2.831196 -0.15 -0.02 -0.27
H 3.900608 -3.263529 1.379040 0.19 0.22 0.06
H 2.620708 -0.168985 3.451945 0.39 -0.35 -0.25
H 2.874815 -1.616019 0.067260 -0.46 -0.23 -0.17
```
Positions in Å, forces in eV/Å.

Calculated values
- E (eV) = -28661.9130
- E_HOMO (Ha) = -0.180
- LUMO energy (eV) = 0.710
- frontier orbital gap (eV) = 5.60
- 2S+1 = 1

Results of the natural (NBO) charge analysis, in e, for atoms 1 through 8: -0.22 -0.22 -0.24 -0.27 0.09 0.21 -0.73 -0.77



Below is the ion C3H12N3 with charge +1, with properties calculated with ωB97M-V/def2-TZVPD.

```
18
Properties=species:S:1:pos:R:3:forces:R:3
N -1.863252 1.164849 1.675001 0.33 -0.13 -0.13
C -1.339949 0.150934 0.779781 0.63 -0.27 0.34
C 0.102983 -0.365185 1.095552 -0.36 0.11 -0.43
C 1.079241 -0.111022 -0.033510 0.13 0.01 0.65
N 0.676646 -0.823551 -1.290407 -0.10 0.43 -0.50
N 0.984286 -0.159550 -2.546799 -0.05 -0.19 0.32
H -1.721968 0.866623 2.634541 -0.22 0.11 0.02
H -1.354735 2.034231 1.553900 -0.11 0.03 0.08
H -1.337139 0.555118 -0.230972 -0.24 0.23 -0.24
H -2.002440 -0.707847 0.777250 -0.30 -0.05 0.01
H 0.497906 0.174444 1.946248 0.07 0.03 0.31
H 0.103828 -1.421157 1.344465 -0.03 -0.23 0.17
H 2.073679 -0.450928 0.225229 0.27 -0.11 -0.07
H 1.142105 0.951752 -0.230593 -0.14 0.18 -0.40
H 1.093177 -1.754883 -1.322981 0.05 -0.02 -0.06
H -0.335318 -0.967447 -1.302164 -0.02 -0.06 0.08
H 0.302749 0.590305 -2.639427 0.07 0.01 -0.07
H 1.898201 0.273312 -2.435113 0.03 -0.08 -0.08
```
Positions in Å, forces in eV/Å.

Calculated values
- E (eV) = -7768.0833
- E_HOMO (Ha) = -0.483
- LUMO energy (eV) = -3.432
- relative energy (zero: lowest compared OMol25 entry of this formula, charge and spin) (kcal per mole) = 58.7
- total charge = +1
- frontier orbital gap (eV) = 9.72
- 2S+1 = 1

Results of the natural (NBO) charge analysis, in e, for atoms 1 through 8: -0.80 -0.22 -0.45 -0.24 -0.35 -0.59 0.36 0.36



Below is the molecule C24H34O2 at a distorted geometry, with properties calculated with ωB97M-V/def2-TZVPD.

```
60
Properties=species:S:1:pos:R:3:forces:R:3
C 3.230230 -0.689625 3.714615 -0.35 -0.13 -0.09
C 2.373929 -0.248474 2.512438 0.93 0.07 0.30
C 3.028849 0.924953 1.762056 -0.90 -0.16 0.11
C 2.336333 1.263227 0.406673 0.79 0.44 0.35
C 3.267010 1.100835 -0.829328 -0.88 0.33 -0.07
C 2.821653 0.020375 -1.833967 0.97 0.21 0.32
C 2.924915 -1.435184 -1.309519 -0.23 -0.21 -0.51
C 1.644508 -2.264231 -1.558189 0.03 0.72 -0.24
C 0.486246 -1.860555 -0.610560 0.66 -0.32 0.34
C -0.279182 -3.042043 0.031192 0.36 -0.08 -0.63
C -1.587245 -3.423954 -0.682920 0.05 0.32 0.54
C -2.580400 -2.261390 -0.810673 -0.17 -0.64 -0.21
C -3.255189 -1.859692 0.499012 -0.80 -0.21 -0.33
C -4.307513 -0.725740 0.320069 0.74 -0.15 0.89
C -3.595622 0.608383 0.251342 -0.91 -0.82 -0.50
C -3.500129 1.439123 1.335806 -0.10 0.03 1.14
C -2.803125 2.627310 1.257448 -0.03 0.39 0.49
C -2.219234 2.961970 0.073481 1.10 1.21 -0.91
C -2.319662 2.151759 -1.051752 0.44 0.39 -0.45
C -3.017108 0.983051 -0.950347 -0.37 -0.58 -0.64
C -1.630751 2.589241 -2.325634 -0.12 0.01 -0.45
O -2.107105 2.424709 -3.433293 0.48 -0.18 0.81
C -0.315280 3.293079 -2.088053 -0.54 -0.50 0.09
C -0.221944 4.062173 -1.012254 0.29 0.12 0.23
C -1.398560 4.222114 -0.082099 -0.18 0.23 0.24
O -1.669872 5.269469 0.474485 0.43 -0.77 -0.20
H 3.482851 0.148427 4.372856 0.09 -0.03 -0.20
H 4.142574 -1.171947 3.348516 0.01 0.17 0.21
H 2.693374 -1.415400 4.336174 0.09 0.02 -0.15
H 2.325383 -1.099585 1.823886 -0.42 0.07 0.15
H 1.382959 0.040878 2.877703 -0.04 -0.16 -0.36
H 4.094009 0.711040 1.620529 -0.12 0.05 -0.04
H 2.947996 1.802765 2.415472 0.26 -0.11 -0.06
H 2.058838 2.321734 0.484835 -0.11 -0.17 -0.21
H 1.396018 0.718631 0.279114 0.17 -0.07 0.04
H 4.299056 0.962718 -0.490631 -0.10 -0.19 -0.16
H 3.247677 2.060269 -1.364769 0.18 -0.17 -0.01
H 1.831046 0.288045 -2.220106 -0.02 -0.25 0.19
H 3.515729 0.107027 -2.680756 -0.30 -0.01 -0.06
H 3.220814 -1.459928 -0.253079 -0.19 0.04 -0.08
H 3.736765 -1.925047 -1.861889 -0.03 0.07 0.19
H 1.339131 -2.022849 -2.586302 0.08 -0.34 0.04
H 1.880440 -3.333122 -1.538387 -0.16 0.09 0.22
H -0.153320 -1.152977 -1.145998 -0.12 -0.13 0.26
H 0.944485 -1.302835 0.211950 -0.17 0.03 -0.13
H -0.408766 -2.857228 1.103685 -0.35 0.06 -0.20
H 0.384711 -3.916268 -0.023904 -0.10 0.11 0.14
H -2.046120 -4.237528 -0.104066 -0.05 0.04 -0.26
H -1.368618 -3.806211 -1.686719 0.07 0.01 0.14
H -2.091543 -1.437387 -1.334831 -0.09 0.03 0.26
H -3.382750 -2.600571 -1.483898 0.09 0.15 0.07
H -3.825328 -2.731759 0.852862 0.26 0.01 -0.03
H -2.562154 -1.606847 1.308665 0.05 0.13 -0.23
H -4.949526 -0.901755 -0.547501 0.23 0.01 -0.04
H -4.948473 -0.781645 1.207519 -0.01 0.32 -0.16
H -3.942913 1.149838 2.285152 -0.04 -0.02 -0.12
H -2.669311 3.311470 2.088639 -0.22 -0.17 0.07
H -3.139700 0.315523 -1.796804 0.07 0.29 -0.11
H 0.530668 3.141042 -2.751817 -0.31 0.07 -0.19
H 0.728250 4.550598 -0.806127 -0.38 0.31 0.19
```
Positions in Å, forces in eV/Å.

Calculated values
- E (eV) = -29533.9577
- E_HOMO (Ha) = -0.352
- LUMO energy (eV) = -0.686
- frontier orbital gap (eV) = 8.89
- 2S+1 = 1

Results of the natural (NBO) charge analysis, in e, for atoms 1 through 8: -0.60 -0.39 -0.39 -0.42 -0.39 -0.40 -0.40 -0.39